1.
# C28H59IN2

5 unconnected molecules or ions with the total composition C28H59IN2 in a non-equilibrium geometry (ωB97M-V/def2-TZVPD, the Open Molecules 2025 dataset).

The geometry in XYZ format:
```
90
C28H59IN2 | the Open Molecules 2025 dataset | ωB97M-V/def2-TZVPD
N 2.53784 1.42394 -3.38998
C 1.76335 1.76139 -4.15637
C 0.53856 2.22574 -4.83528
C -0.56600 1.12018 -5.00330
I 0.07704 -0.86842 -4.48352
C -1.69316 1.48490 -4.13532
N -2.47904 1.81614 -3.37735
H 0.12543 3.05468 -4.26510
H 0.83964 2.63285 -5.80015
H -0.89717 1.08577 -6.03547
C -7.56312 -1.62412 -6.30429
C -7.36431 -1.91270 -4.81976
C -6.97133 -0.67845 -4.00899
C -5.64133 -0.03691 -4.40858
C -4.43094 -0.96609 -4.34146
C -4.14322 -1.48366 -2.93656
H -6.64417 -1.26912 -6.77365
H -7.87246 -2.52781 -6.83223
H -8.33635 -0.86744 -6.45338
H -6.61674 -2.70130 -4.69678
H -8.29730 -2.31151 -4.41217
H -6.94230 -0.94716 -2.94917
H -7.76043 0.07438 -4.10475
H -5.46218 0.82488 -3.75857
H -5.72147 0.36539 -5.42320
H -3.55589 -0.41472 -4.69452
H -4.55800 -1.80970 -5.02641
H -3.97148 -0.65578 -2.24547
H -3.24892 -2.11034 -2.93951
H -4.96718 -2.08723 -2.55252
C 0.48921 -0.54650 0.43880
C 1.62487 -1.23950 -0.30809
C 1.37927 -2.73029 -0.53384
C 1.25438 -3.56227 0.74305
C 2.45630 -3.48335 1.68222
C 3.74485 -4.01648 1.06373
H 0.35375 -0.95626 1.44188
H 0.69712 0.52004 0.54594
H -0.45403 -0.65115 -0.10281
H 2.56499 -1.08478 0.22881
H 1.74828 -0.75655 -1.28176
H 2.18584 -3.13167 -1.15518
H 0.46078 -2.85417 -1.11856
H 1.08913 -4.60790 0.46319
H 0.35890 -3.25423 1.29092
H 2.23057 -4.06783 2.57898
H 2.60797 -2.45388 2.01911
H 3.62669 -5.05813 0.75735
H 4.56237 -3.97041 1.78533
H 4.04466 -3.43531 0.19036
C -0.00731 -2.29423 4.31314
C 0.20122 -2.55327 5.80102
C 0.59857 -1.30174 6.58160
C 1.92338 -0.66823 6.15220
C 3.13602 -1.59564 6.22261
C 3.43995 -2.08846 7.63399
H 0.90945 -1.94783 3.83262
H -0.31674 -3.21044 3.80643
H -0.78341 -1.54249 4.15240
H 0.95150 -3.33783 5.93410
H -0.72769 -2.94556 6.22397
H 0.63875 -1.54766 7.64676
H -0.19256 -0.55216 6.47767
H 2.10823 0.20787 6.78196
H 1.83070 -0.28772 5.13066
H 4.00686 -1.05242 5.84562
H 2.99868 -2.45188 5.55610
H 3.61983 -1.24854 8.30840
H 4.33261 -2.71626 7.63553
H 2.61985 -2.68254 8.04009
C 4.12424 4.72846 2.00488
C 3.35605 5.69751 1.11190
C 1.89678 5.29797 0.89855
C 1.69082 3.95418 0.19665
C 2.34758 3.83184 -1.17825
C 1.80282 4.82836 -2.19637
H 4.17443 3.72969 1.56832
H 5.14913 5.07340 2.15175
H 3.65344 4.64807 2.98702
H 3.86789 5.79351 0.15027
H 3.37936 6.69032 1.56974
H 1.39375 6.08705 0.33156
H 1.39366 5.26168 1.87031
H 0.61465 3.77938 0.09323
H 2.06397 3.14879 0.83616
H 2.17615 2.82274 -1.55289
H 3.43173 3.94658 -1.09575
H 0.72351 4.70315 -2.32322
H 2.27727 4.67671 -3.16898
H 1.99165 5.86043 -1.89734
```

The value obtained for the LUMO energy is -0.510 eV. As for the structure (SMILES): N#CC[C@@H](I)C#N.CCCCCC.CCCCCC.CCCCCC.CCCCCC. The value obtained for the HOMO energy is -10.3 eV. As for the HOMO-LUMO gap: 0.360 hartree. The total energy comes out at -1509.43055 Ha.

***

2.
# C10H13O2

2 unconnected molecules or ions with the total composition C10H13O2 in a non-equilibrium geometry (ωB97M-V/def2-TZVPD, the Open Molecules 2025 dataset).

The geometry in XYZ format:
```
25
C10H13O2 | the Open Molecules 2025 dataset | ωB97M-V/def2-TZVPD
C -0.63527 -1.82357 0.41975
C -1.52688 -2.97303 -0.01074
C 0.86651 -2.23351 0.58900
O 1.13126 -3.44583 0.49229
O 1.64550 -1.26438 0.77769
H -0.59135 -0.94998 -0.23160
H -0.93361 -1.48002 1.41976
H -1.18879 -3.36665 -0.96516
H -2.56389 -2.63463 -0.11097
H -1.48131 -3.79995 0.70069
C 2.18136 2.44931 -0.29352
C -1.40053 1.77310 0.83580
C -2.00929 1.40758 -0.34800
C -0.03656 2.11349 0.84737
C 0.71449 2.10164 -0.30175
C -1.27473 1.48914 -1.53524
C 0.07135 1.81062 -1.50262
H -1.88830 1.76771 1.80320
H -3.05777 1.13523 -0.38128
H 0.36729 2.26284 1.83458
H -1.76014 1.11651 -2.42825
H 2.74746 1.83251 -0.99349
H 2.59125 2.31834 0.70185
H 0.53112 1.93626 -2.47135
H 2.30539 3.47476 -0.64478
```

The value obtained for the LUMO energy is 3.457 eV. Its net charge is -1. The value obtained for the energy above the lowest of the compared OMol25 structures with the same formula, charge and spin is 7.37 kcal/mol. The value obtained for the HOMO energy is -3.7 eV. As for the HOMO-LUMO gap: 0.265 hartree. The total energy comes out at -539.38033 Ha.

***

Q: The highest HOMO-LUMO gap belongs to which entry?
A: C28H59IN2